(1)
Below is the molecule C19H17N3O4S at a distorted geometry, with properties calculated with the ωB97M-V functional and the def2-TZVPD basis.

ORCA input file:
```
! wB97M-V def2-TZVPD RIJCOSX def2/J DEFGRID3
* xyz 0 1
C 3.712 -4.837 -0.482
H 4.017 -4.129 0.295
O 3.425 -4.183 -1.695
C 2.414 -3.279 -1.727
C 1.625 -2.923 -0.638
C 0.607 -1.997 -0.784
C 0.360 -1.401 -2.016
C 1.172 -1.745 -3.099
C 2.177 -2.672 -2.964
H 2.801 -2.948 -3.799
H 0.986 -1.266 -4.048
C -0.706 -0.398 -2.270
O -0.670 0.370 -3.212
N -1.761 -0.415 -1.406
H -1.763 -1.034 -0.611
C -2.879 0.477 -1.580
C -3.009 1.454 -0.467
N -3.281 2.712 -0.533
N -3.302 3.196 0.724
C -3.039 2.199 1.505
S -2.901 2.234 3.225
C -1.845 0.755 3.468
C -0.807 0.543 2.373
O -0.651 -0.571 1.925
C -0.075 1.722 1.879
C 0.117 2.875 2.642
C 0.744 3.972 2.085
C 1.174 3.941 0.767
C 1.008 2.792 0.009
C 0.400 1.685 0.566
H 0.263 0.787 -0.017
H 1.342 2.757 -1.016
H 1.642 4.811 0.332
H 0.889 4.861 2.679
H -0.208 2.914 3.670
H -1.352 0.910 4.429
H -2.477 -0.132 3.531
O -2.852 1.045 0.822
H -2.715 1.033 -2.508
H -3.813 -0.096 -1.661
H 0.041 -1.733 0.097
H 1.793 -3.357 0.336
H 2.856 -5.421 -0.128
H 4.541 -5.510 -0.699
*
```

Results
SMILES	COc1ccc(C(=O)NCc2nnc(SCC(=O)c3ccccc3)o2)cc1
ΔE to the lowest compared entry with this formula, charge and spin	31.2	kcal/mol
lowest unoccupied orbital energy	-0.167	eV
Kohn-Sham gap	8.6	eV
strongest force on any atom	1.7	eV/Å

Population analysis type Löwdin, resulting atomic charges in e: -0.086 0.096 -0.077 -0.271 -0.006 -0.023 -0.143 -0.007 0.010 0.120 0.120 -0.459 0.067 0.084 0.129 -0.076 -0.306 0.103 0.058 -0.685 1.017 -0.339 -0.418 0.084 -0.181 -0.054 -0.062 -0.061 -0.048 0.001 0.098 0.112 0.107 0.107 0.098 0.092 0.091 0.060 0.134 0.138 0.082 0.105 0.096 0.093

***

(2)
Below is C31H49ClIrP2 as an isolated structure at a distorted geometry, with properties calculated with the ωB97M-V functional and the def2-TZVPD basis.

ORCA input file:
```
! wB97M-V def2-TZVPD RIJCOSX def2/J DEFGRID3
* xyz 2 6
Ir 0.298 0.472 -1.421
C 0.222 3.324 1.863
C -1.108 3.458 1.374
C -0.775 1.261 2.025
C 0.463 1.935 2.174
C -1.714 2.168 1.491
C 1.181 4.415 2.035
H 1.124 5.209 1.267
H 2.214 4.038 2.041
H 1.020 4.900 3.010
C 1.619 1.424 2.903
H 2.589 1.495 2.375
H 1.459 0.395 3.251
H 1.672 2.019 3.830
C -0.979 -0.067 2.599
H -0.889 0.013 3.702
H -0.259 -0.831 2.233
H -2.000 -0.420 2.447
C -3.146 1.879 1.508
H -3.589 2.169 2.477
H -3.336 0.808 1.390
H -3.711 2.394 0.726
C -1.837 4.719 1.177
H -2.036 5.281 2.109
H -2.816 4.574 0.705
H -1.284 5.417 0.536
C 1.861 -0.391 -3.571
C 1.838 1.073 -3.240
C 0.910 2.057 -3.876
C -0.633 2.081 -3.488
C -1.156 1.051 -2.555
C -1.101 -0.399 -2.992
C -0.512 -1.002 -4.271
C 0.928 -0.841 -4.694
H 0.920 2.015 -4.960
H -1.296 1.955 -4.383
H 1.249 3.092 -3.684
H 1.001 -0.130 -5.519
H 2.812 -0.904 -3.792
H 2.870 1.435 -2.993
H 1.279 -1.806 -5.105
H -0.695 -2.089 -4.377
H -2.141 -0.863 -2.893
H -1.163 -0.618 -5.058
H -0.764 3.077 -3.000
H -2.140 1.318 -2.233
P 1.720 -1.039 -1.848
P -1.546 -1.258 -0.379
C 0.821 -2.559 -1.778
C -0.659 -2.633 -1.391
H 1.413 -3.084 -1.035
H 1.040 -3.006 -2.753
H -1.291 -2.865 -2.265
H -0.670 -3.479 -0.688
C -2.026 -2.411 0.953
H -2.785 -1.943 1.585
H -1.211 -2.777 1.578
H -2.501 -3.256 0.442
C -3.293 -0.857 -0.834
H -3.602 -1.424 -1.720
H -3.406 0.216 -0.993
H -3.884 -1.183 0.034
C 3.241 -0.503 -1.038
H 3.100 0.354 -0.362
H 3.919 -0.199 -1.835
H 3.534 -1.385 -0.494
C 1.284 2.047 -0.696
H 0.660 2.807 -0.194
H 1.805 2.602 -1.506
H 2.053 1.686 -0.022
Cl 1.063 -4.759 0.652
C 1.109 -4.229 2.304
C 0.269 -4.828 3.211
C 0.091 -4.293 4.495
C 0.774 -3.126 4.853
C 1.605 -2.475 3.949
C 1.678 -2.914 2.579
C 1.913 -1.985 1.585
H -0.317 -5.687 2.883
H -0.562 -4.807 5.191
H 0.594 -2.699 5.844
H 2.014 -1.489 4.176
H 1.889 -0.916 1.832
H 1.714 -2.199 0.539
*
```

Results
expectation value of S²	8.821
lowest unoccupied orbital energy (spin up / spin down)	-5.335 / -8.087	eV
Kohn-Sham gap (spin up / spin down)	6.9 / 5.4	eV
strongest force on any atom	3.5	eV/Å

Population analysis type Löwdin, resulting atomic charges in e: 1.036 -0.172 -0.127 -0.162 -0.160 -0.137 0.005 0.113 0.101 0.124 -0.002 0.115 0.051 0.128 -0.037 0.136 0.065 0.059 -0.001 0.132 0.065 0.101 0.010 0.127 0.093 0.104 -0.421 -0.165 -0.183 -0.191 -0.476 -0.250 -0.187 -0.172 0.111 0.134 0.118 0.120 0.121 0.131 0.129 0.118 0.093 0.131 0.119 0.080 0.768 0.908 -0.391 -0.355 -0.004 0.108 0.090 0.017 -0.270 0.039 0.037 0.077 -0.238 0.064 0.030 0.049 -0.188 0.029 0.068 0.044 -0.257 0.011 0.025 -0.010 0.796 -0.562 -0.105 -0.048 -0.064 -0.029 -0.301 0.038 0.118 0.117 0.118 0.107 0.047 -0.009

***

(3)
Below is the molecule C9H20O8P2S at a distorted geometry, with properties calculated with the ωB97M-V functional and the def2-TZVPD basis.

ORCA input file:
```
! wB97M-V def2-TZVPD RIJCOSX def2/J DEFGRID3
* xyz 0 1
C 0.825 -2.208 2.743
O 1.886 -2.379 1.782
C 1.269 -2.248 0.497
C 2.289 -2.066 -0.668
C 1.992 -0.844 -1.606
C 0.472 -0.633 -1.947
C 0.082 0.869 -1.644
C -1.083 1.046 -0.609
P -0.998 2.932 -0.190
P 0.769 3.150 1.110
O 0.356 3.444 2.534
O 1.770 4.374 0.524
O 1.710 1.774 1.101
O -0.957 0.476 0.705
S -2.466 0.656 1.445
O -2.748 -0.674 2.028
O -2.443 1.675 2.510
O -3.322 1.106 0.107
C -2.534 0.626 -1.037
C -2.847 -0.926 -1.064
H 1.061 -2.690 3.708
H 0.650 -1.109 2.829
H -0.138 -2.645 2.386
H 0.496 -1.449 0.563
H 0.714 -3.206 0.305
H 3.280 -1.864 -0.190
H 2.446 -3.002 -1.251
H 2.500 0.045 -1.185
H 2.509 -1.059 -2.573
H 0.351 -0.757 -3.050
H -0.209 -1.369 -1.482
H -0.271 1.352 -2.588
H 0.938 1.474 -1.295
H -0.661 3.671 -1.365
H 2.480 3.924 0.043
H 1.582 1.262 1.908
H -2.889 1.101 -1.976
H -3.796 -1.056 -0.506
H -3.014 -1.312 -2.090
H -2.051 -1.463 -0.515
*
```

Results
SMILES	COCCCCC[C@]1(PP(=O)(O)O)OS(=O)(=O)O[C@@H]1C
lowest unoccupied orbital energy	0.158	eV
Kohn-Sham gap	9.6	eV
strongest force on any atom	4.9	eV/Å

Population analysis type Löwdin, resulting atomic charges in e: -0.099 -0.195 -0.248 -0.152 -0.184 -0.158 -0.169 -0.615 0.944 0.401 -0.340 -0.190 -0.202 -0.258 0.715 -0.265 -0.251 -0.228 -0.293 -0.019 0.093 0.087 0.090 0.089 0.132 0.117 0.111 0.099 0.108 0.111 0.087 0.121 0.069 -0.059 0.057 0.070 0.163 0.095 0.093 0.073

***

What did we get for total energy? Answer: -43473.8944 -66856.4067 -55448.5190 eV, in the order shown.